ORCA calculation (ωB97M-V/def2-TZVPD) on a 7-piece molecular cluster, C30H57N9OP overall.

Values from the calculation:
**Charge**: +1
**HOMO level**: -11.42 eV
**Kohn-Sham gap**: 0.288 Eh
**Energy**: -56774.142 eV
**Lowest unoccupied orbital energy**: -0.1315 Eh

Geometry (Å):
C1 6.3450 7.1012 -1.2541
N1 5.5512 6.6070 -2.3854
C2 4.7762 7.7695 -2.9914
C3 3.4141 7.4280 -3.5989
P1 1.9472 8.3931 -2.8606
C4 1.0511 7.2234 -1.7655
O1 2.5556 9.4458 -1.7269
C5 3.1216 5.9442 -3.7581
N2 4.0363 5.0428 -2.9813
C6 4.6638 5.6663 -2.0014
N3 4.3804 5.3390 -0.7161
H1 7.1334 6.4107 -1.0025
H2 5.7470 7.3339 -0.3796
H3 6.8307 8.0163 -1.5482
H4 4.7255 8.5299 -2.2235
H5 5.4117 8.1831 -3.7598
H6 3.4379 7.8160 -4.5994
H7 0.4162 7.8431 -1.1472
H8 0.3835 6.5924 -2.3243
H9 1.6768 6.6459 -1.0874
H10 3.1557 10.0732 -2.1452
H11 2.1109 5.6746 -3.4897
H12 3.1992 5.6682 -4.7990
H13 3.5674 4.2094 -2.6365
H14 5.1066 4.9892 -0.1143
H15 3.4466 5.5164 -0.3930
C7 0.7845 3.2956 -5.3052
C8 1.5427 2.0778 -5.8233
C9 1.6692 0.9679 -4.7761
C10 2.3993 1.4451 -3.5989
N4 2.9487 1.8167 -2.6702
H16 1.3032 3.7626 -4.4638
H17 0.6907 4.0461 -6.0908
H18 -0.2188 3.0251 -4.9742
H19 2.5377 2.3842 -6.1539
H20 1.0290 1.6788 -6.6952
H21 2.2041 0.1124 -5.1898
H22 0.6836 0.6279 -4.4546
C11 -0.0695 -0.3298 1.0254
C12 1.1518 0.5253 0.7083
C13 0.7968 1.9757 0.3643
C14 -0.0694 2.0321 -0.8182
N5 -0.7200 2.0609 -1.7548
H23 -0.7395 -0.4070 0.1682
H24 0.2342 -1.3394 1.2893
H25 -0.6316 0.0880 1.8646
H26 1.6965 0.0786 -0.1253
H27 1.8257 0.5253 1.5670
H28 1.7022 2.5466 0.1546
H29 0.2784 2.4533 1.1972
C15 -4.7451 -3.4773 2.2176
C16 -3.6953 -3.2229 3.2949
C17 -2.5257 -2.3689 2.8016
C18 -1.8264 -3.0260 1.6904
N6 -1.2983 -3.5589 0.8314
H30 -4.3313 -4.0373 1.3773
H31 -5.5713 -4.0614 2.6229
H32 -5.1515 -2.5386 1.8351
H33 -3.3181 -4.1787 3.6621
H34 -4.1584 -2.7186 4.1408
H35 -1.8126 -2.2050 3.6102
H36 -2.8797 -1.3949 2.4605
C19 -0.6402 -5.8476 6.4456
C20 -1.5236 -5.9081 7.6870
C21 -2.9806 -5.5341 7.4002
C22 -3.0726 -4.1612 6.8881
N7 -3.1442 -3.0954 6.4878
H37 -0.5917 -4.8361 6.0383
H38 0.3783 -6.1510 6.6872
H39 -1.0141 -6.5132 5.6652
H40 -1.1184 -5.2408 8.4502
H41 -1.4999 -6.9179 8.0981
H42 -3.5766 -5.6070 8.3086
H43 -3.4109 -6.2124 6.6630
C23 3.8001 -2.5330 -8.7882
C24 2.9394 -2.6108 -7.5322
C25 1.4744 -2.2393 -7.7882
C26 1.3633 -0.8615 -8.2840
N8 1.2768 0.2069 -8.6748
H44 3.8365 -1.5178 -9.1858
H45 4.8237 -2.8344 -8.5678
H46 3.4152 -3.1916 -9.5684
H47 3.3564 -1.9500 -6.7684
H48 2.9765 -3.6247 -7.1314
H49 0.8928 -2.3227 -6.8698
H50 1.0327 -2.9089 -8.5264
C27 -7.8379 -6.7711 6.5940
C28 -8.2054 -7.3706 7.9469
C29 -7.1279 -7.1429 9.0122
C30 -5.8596 -7.7640 8.6121
N9 -4.8785 -8.2557 8.3012
H51 -6.9390 -7.2338 6.1837
H52 -8.6423 -6.9287 5.8762
H53 -7.6634 -5.6961 6.6750
H54 -8.3827 -8.4411 7.8310
H55 -9.1396 -6.9278 8.2959
H56 -7.4355 -7.5728 9.9651
H57 -6.9589 -6.0759 9.1635